A structure of composition C10H7ClFeO3 at a distorted geometry. Source: the Open Molecules 2025 dataset; level of theory: ωB97M-V/def2-TZVPD.

* multiplicity: 5
* charge: -2
* gap between HOMO and LUMO (spin up / spin down): 0.1124 / 0.2019 Ha
* highest occupied orbital energy (spin up / spin down): 2.62 / 0.09 eV
* <S²>: 6.15

Structure (XYZ):
```
22
C10H7ClFeO3 (ωB97M-V/def2-TZVPD)
Fe 4.14143 -0.98957 -3.68815
Cl -0.00803 -0.47538 -0.70823
O 5.59238 -1.02392 -6.23280
O 2.35865 -2.84596 -5.08230
O 5.63278 -3.33283 -2.89644
C 2.95031 -0.63576 -1.93089
C 5.04312 -0.91625 -5.21521
C 2.77784 1.26975 -4.30244
C 4.13193 1.19640 -3.87956
C 1.71570 0.94459 -3.44114
C 4.62435 1.02755 -2.56048
C 5.02159 -2.35935 -3.06893
C 1.85534 0.12687 -2.35540
C 2.94947 -2.07441 -4.43547
C 4.26676 -0.06279 -1.79938
H 2.57383 1.36401 -5.38223
H 5.48636 1.62653 -2.27338
H 0.68790 1.28394 -3.66782
H 0.84383 0.05752 -1.73243
H 4.87102 1.57568 -4.60393
H 2.76710 -1.57376 -1.36204
H 4.95370 -0.50851 -1.06561
```